# 1
{
  "formula": "C39H53AlF24NO21PS2",
  "method": "wB97M-V/def2-TZVPD",
  "homo_lumo_gap_ha": 0.116,
  "lumo_energy_ev": 2.453,
  "total_charge": -2,
  "mol_weight_g_mol": 1449.9,
  "largest_force_ev_per_a": 2.473,
  "spin_multiplicity": 1,
  "symbols": ["H", "F", "H", "H", "O", "H", "C", "C", "C", "H", "F", "H", "C", "C", "H", "O", "C", "H", "O", "F", "F", "C", "C", "O", "H", "H", "H", "C", "O", "C", "F", "H", "C", "H", "O", "H", "F", "O", "H", "C", "H", "F", "H", "H", "C", "C", "H", "C", "H", "H", "H", "H", "H", "C", "H", "C", "O", "C", "F", "H", "O", "H", "H", "H", "H", "H", "H", "F", "C", "C", "O", "O", "C", "O", "C", "F", "H", "C", "O", "F", "H", "O", "H", "H", "H", "C", "C", "P", "O", "O", "C", "C", "F", "C", "H", "H", "S", "O", "O", "C", "H", "H", "F", "F", "F", "O", "H", "C", "C", "F", "C", "F", "C", "O", "H", "F", "C", "Al", "C", "H", "C", "F", "H", "F", "N", "H", "H", "F", "H", "C", "F", "S", "O", "H", "H", "F", "H", "C", "F", "C", "H", "H"],
  "positions_angstrom": [[-4.95, 0.35, 2.16], [-1.10, 2.69, -2.23], [3.61, 1.69, 6.00], [-2.87, 4.11, 5.72], [4.69, -3.62, -2.44], [2.44, 4.27, -5.19], [-1.54, -4.31, 5.16], [-3.40, 10.16, -7.66], [0.70, -0.98, -1.34], [-6.05, 0.67, 3.51], [0.19, 4.00, -1.11], [-0.68, -5.92, 4.01], [-1.66, -5.46, 4.19], [-1.90, -1.02, -1.86], [-0.90, 0.15, -0.19], [1.92, -1.79, 0.72], [0.20, -4.95, 6.62], [2.54, -0.14, -0.48], [3.52, 1.32, 3.29], [5.07, 3.06, 1.98], [5.51, -8.91, -1.83], [2.98, -2.54, 0.11], [2.44, 4.98, -4.36], [-0.86, -4.75, -2.31], [-2.93, 10.51, -8.58], [-2.89, 9.70, -5.63], [3.81, -1.83, -0.19], [1.62, -0.63, -0.07], [-7.68, 2.83, 3.73], [1.77, 6.28, -4.73], [6.87, 1.99, 2.49], [4.65, -3.49, -6.25], [0.61, -7.47, -0.56], [1.09, 0.11, 0.59], [-3.40, -0.72, 1.60], [-6.21, 2.50, 1.78], [4.14, -10.36, -1.02], [6.18, -3.27, -4.08], [-2.52, -3.85, 5.31], [1.64, -7.53, 0.54], [-2.80, -0.31, -1.80], [-10.54, 3.11, 2.26], [2.54, -3.06, -0.78], [-4.19, 10.86, -7.39], [-2.78, 5.04, 3.77], [-4.16, -4.55, -1.16], [4.24, -5.21, -6.06], [0.69, 3.70, -3.43], [-2.07, -5.11, 3.24], [1.72, 0.57, 3.88], [-2.72, -0.09, 1.29], [2.30, 6.76, -5.55], [1.76, 6.97, -3.88], [5.56, 1.84, 2.25], [0.21, -8.47, -0.76], [-9.97, 2.28, 3.14], [3.73, -6.96, -1.07], [4.84, 1.16, 3.42], [5.48, -9.30, 0.30], [-0.87, -3.53, 4.78], [1.81, 4.40, -3.20], [3.48, 5.16, -4.09], [-2.31, -6.24, 4.60], [3.67, -4.02, -4.89], [1.18, -7.87, 1.46], [6.59, -4.81, -5.36], [-6.59, 1.28, 0.56], [-10.36, 2.67, 4.36], [-8.44, 2.27, 3.00], [-0.99, 2.04, 2.55], [-1.79, 4.16, 3.20], [-0.28, 10.51, -8.10], [2.63, 1.57, 5.54], [2.69, -8.48, 0.22], [5.54, -2.96, -2.94], [-1.02, 2.17, 1.21], [2.28, 2.57, 5.28], [0.50, -5.39, 8.06], [5.38, 0.56, 4.31], [5.45, 1.11, 1.13], [-1.71, -1.17, -2.95], [-8.09, 1.58, 1.91], [1.25, -0.69, -2.28], [5.64, -5.29, -3.96], [1.95, 1.14, 6.27], [-2.10, 2.85, 3.22], [-1.13, -4.27, -1.12], [-2.61, -2.24, 1.48], [-1.10, -4.77, 6.47], [1.03, -4.77, 5.78], [0.57, 8.25, -7.86], [-6.68, 1.52, 1.62], [5.30, -1.15, -1.42], [-2.39, 10.03, -6.54], [3.08, -0.30, 4.54], [-0.60, -1.43, 1.72], [-3.65, -3.65, 2.33], [-3.11, 2.40, 3.66], [-1.08, -2.14, 2.19], [-2.65, 5.08, 5.28], [1.04, -7.10, -1.49], [0.59, -2.09, -1.38], [7.31, -1.85, -1.79], [1.33, 8.05, -6.76], [0.41, -4.36, 8.92], [-1.41, 9.02, -6.86], [-1.91, 10.98, -6.32], [4.70, -9.16, -0.79], [5.77, -4.50, -4.70], [1.74, -5.89, 8.19], [2.71, 0.69, 4.31], [0.91, 2.06, -1.73], [4.51, -4.30, -5.52], [0.20, 3.54, -4.50], [3.42, -3.28, 0.82], [1.41, 8.47, -8.87], [-6.00, 0.44, 2.44], [-2.43, -2.70, -0.85], [6.10, -1.66, -2.36], [0.73, 6.13, -5.03], [3.66, -8.05, -0.59], [-0.05, 7.09, -8.11], [-1.64, 5.35, 5.57], [0.24, 2.42, 2.94], [-4.19, -3.39, -1.37], [-2.58, 6.03, 3.35], [-3.85, 9.19, -7.89], [-10.51, 1.06, 2.94], [-0.58, 0.69, -1.84], [0.16, 3.11, -2.12], [6.26, -0.70, -3.30], [-4.10, -6.08, -0.56], [-0.62, -4.77, -0.08], [-6.49, -0.52, 2.30], [2.07, -6.54, 0.74], [-1.09, 0.73, 2.81], [-0.22, -6.81, -0.27], [-0.41, 9.41, -7.65], [-0.35, -6.34, 8.50], [-0.69, -0.22, -1.23], [-3.78, 4.75, 3.46], [-3.35, 5.81, 5.70]],
  "lowdin_charge": [0.045, 0.164, 0.073, 0.079, 0.195, 0.128, -0.201, -0.062, -0.141, 0.081, 0.154, 0.077, -0.098, -0.241, 0.070, -0.217, -0.409, 0.104, 0.035, 0.152, 0.143, -0.093, -0.197, -0.211, 0.077, 0.127, 0.063, -0.227, 0.157, -0.068, 0.152, 0.079, -0.065, 0.103, -0.353, 0.117, 0.146, 0.019, 0.107, -0.181, 0.043, 0.148, 0.099, 0.082, -0.206, -0.920, 0.082, -0.375, -0.025, 0.112, 0.012, 0.062, 0.088, -0.524, 0.076, -0.524, 0.167, -0.389, 0.143, 0.119, 0.028, 0.125, 0.080, 0.086, 0.120, 0.119, 0.128, 0.151, -0.402, -0.515, 0.025, 0.167, -0.061, 0.021, -0.379, 0.158, 0.077, -0.522, 0.165, 0.164, 0.060, 0.032, 0.109, 0.127, 0.083, -0.373, -0.726, 0.299, 0.021, 0.169, -0.516, -0.186, 0.144, -0.201, 0.133, 0.014, 0.272, 0.185, -0.294, -0.064, 0.079, 0.104, 0.153, 0.131, 0.144, 0.032, 0.125, -0.520, -0.205, 0.149, -0.190, 0.151, -0.059, 0.174, 0.096, 0.165, -0.054, 0.250, -0.515, 0.079, -0.410, 0.168, 0.081, 0.156, 0.044, 0.122, 0.085, 0.158, 0.052, -0.517, 0.150, 0.505, -0.180, 0.094, 0.125, 0.160, 0.056, -0.384, 0.148, -0.289, 0.125, 0.080]
}

# 2
{
  "formula": "C36H36CdN3O10PSe2",
  "method": "wB97M-V/def2-TZVPD",
  "homo_lumo_gap_ha": 0.224,
  "e_above_lowest_kcal_mol": 0.00,
  "lumo_energy_ev": 4.073,
  "total_charge": -2,
  "mol_weight_g_mol": 972.0,
  "largest_force_ev_per_a": 0.696,
  "spin_multiplicity": 1,
  "symbols": ["H", "C", "O", "C", "C", "H", "H", "H", "O", "H", "H", "H", "H", "C", "H", "C", "N", "C", "H", "H", "H", "C", "C", "C", "C", "H", "C", "C", "H", "C", "O", "H", "H", "O", "C", "O", "C", "C", "P", "C", "N", "H", "O", "C", "C", "H", "C", "C", "H", "H", "C", "Se", "O", "C", "O", "O", "H", "C", "H", "H", "Se", "Cd", "H", "O", "C", "C", "H", "C", "C", "C", "H", "C", "H", "H", "N", "H", "C", "H", "C", "H", "C", "C", "H", "H", "C", "C", "H", "H", "H"],
  "positions_angstrom": [[3.71, 3.02, -1.67], [0.58, -3.27, -3.71], [5.71, -0.01, 0.12], [1.97, -2.58, -1.42], [-3.13, -2.24, 0.29], [-1.03, -4.76, -0.50], [5.68, 0.77, 2.45], [-5.11, 4.15, 0.17], [4.12, 1.05, -0.86], [-2.19, 1.96, 1.06], [0.03, -3.50, -4.61], [-1.18, -1.81, 2.74], [1.83, 1.94, -1.79], [1.97, -3.29, -3.71], [1.65, 3.72, -5.02], [1.80, 0.56, 2.68], [-2.69, 0.19, 0.07], [1.35, -3.72, 1.56], [1.87, -3.97, 0.64], [-3.10, 1.89, -1.94], [-0.82, 4.50, -2.30], [0.28, 0.56, 2.91], [-1.96, -4.25, -0.28], [-3.19, -0.80, 0.67], [2.57, 0.75, 3.79], [-4.77, 1.23, 2.24], [3.86, 0.55, 1.38], [-3.14, -4.96, -0.27], [-1.19, -2.86, -2.59], [-0.18, 2.37, -3.72], [3.10, 3.51, -2.23], [1.41, -4.47, 4.87], [2.51, -3.57, -4.61], [2.06, 5.40, -3.87], [0.02, -3.14, 3.92], [1.81, 0.03, 0.33], [-3.77, 0.84, 2.08], [2.42, 0.39, 1.38], [-0.35, -1.92, 0.06], [2.66, -2.93, -2.57], [4.60, 0.52, 0.12], [-5.24, -2.44, 0.57], [4.16, 1.12, 5.99], [-3.46, 2.74, -1.34], [3.97, 0.80, 3.73], [2.58, -5.01, 2.75], [0.17, 4.21, -1.96], [-0.10, -2.92, -2.56], [3.74, -2.90, -2.57], [-3.14, -6.02, -0.47], [1.08, -4.02, 3.93], [-0.37, 0.52, -3.03], [-3.88, -0.58, 1.82], [1.74, -4.32, 2.75], [-0.48, 0.61, 1.90], [-0.10, 0.50, 4.09], [-4.93, 1.63, -0.26], [-1.93, -2.87, -0.03], [2.06, 0.86, 4.74], [0.76, 5.12, -1.83], [-0.05, 3.52, -0.12], [-0.22, 0.95, -0.40], [-0.49, -2.87, 4.84], [5.97, 1.03, 4.84], [-4.34, -4.31, 0.03], [2.06, 2.60, -2.62], [-5.12, 3.21, 1.66], [0.58, -2.60, -1.38], [4.61, 0.70, 2.52], [-4.52, 3.48, 0.80], [-4.21, 3.28, -1.93], [0.28, -2.82, 1.53], [-3.64, 4.04, 1.15], [0.28, 4.77, -4.61], [4.74, 0.99, 4.93], [-3.17, 0.99, 2.98], [-4.07, 2.27, -0.02], [-2.62, 3.39, -1.15], [-3.09, 1.40, 0.82], [-5.27, -4.85, 0.04], [-0.38, -2.54, 2.73], [0.82, 3.36, -3.07], [2.41, 1.96, -3.44], [0.11, 2.21, -4.76], [1.20, 4.32, -4.22], [-4.33, -2.96, 0.32], [-1.17, 2.81, -3.71], [2.73, 5.03, -3.27], [2.53, -2.23, -0.55]],
  "lowdin_charge": [0.066, -0.105, 0.039, -0.110, -0.131, 0.111, 0.123, 0.071, 0.068, 0.057, 0.097, 0.103, 0.024, -0.104, 0.116, -0.029, 0.106, -0.086, 0.085, 0.047, 0.042, -0.639, -0.085, -0.363, 0.055, 0.106, -0.067, -0.087, 0.099, -0.584, -0.077, 0.091, 0.091, -0.083, -0.073, -0.183, -0.081, -0.304, 1.092, -0.081, -0.337, 0.114, 0.034, -0.103, -0.161, 0.093, -0.568, -0.157, 0.100, 0.096, -0.103, 0.401, -0.001, -0.098, -0.185, -0.018, 0.136, -0.281, 0.121, 0.037, 0.441, 1.055, 0.105, 0.016, -0.090, -0.268, 0.060, -0.383, 0.055, -0.077, 0.074, -0.326, 0.087, 0.122, -0.375, 0.127, -0.383, 0.005, -0.310, 0.094, -0.089, -0.570, 0.124, 0.034, -0.232, -0.027, 0.039, 0.058, 0.094]
}